# 1
The following is a DFT calculation (the ωB97M-V functional and the def2-TZVPD basis) of a single C23H34IN9O6 molecule.

ORCA input file:
```
! wB97M-V def2-TZVPD RIJCOSX def2/J DEFGRID3
* xyz 0 1
C 2.85 4.29 1.26
C 2.48 2.97 0.58
C 0.99 2.64 0.69
C 0.57 2.39 2.14
C 0.63 1.40 -0.17
N 1.01 1.56 -1.56
C 2.05 1.06 -2.26
O 2.18 1.27 -3.45
C 3.08 0.32 -1.45
C 4.28 0.96 -1.25
C 5.23 0.43 -0.38
N 6.47 1.10 -0.16
O 6.66 2.15 -0.75
O 7.25 0.60 0.62
C 4.95 -0.74 0.32
C 3.77 -1.41 0.08
I 3.39 -3.19 1.17
C 2.82 -0.94 -0.85
N 1.71 -1.65 -1.13
C 1.01 -1.66 -2.40
C 0.15 -2.92 -2.51
C -1.30 -2.71 -2.04
C -2.00 -4.07 -1.84
N -1.52 -4.79 -0.81
O -2.88 -4.45 -2.58
N -1.40 -1.84 -0.88
C -0.78 -1.97 0.30
O -0.09 -2.92 0.63
C -1.02 -0.79 1.26
C -2.02 -1.24 2.34
C -3.38 -1.73 1.82
C -4.48 -0.66 1.76
N -4.09 0.40 0.87
C -4.88 1.33 0.46
N -4.36 2.35 -0.26
N -6.23 1.37 0.68
N -1.52 0.37 0.57
C -0.90 1.29 -0.16
O -1.55 2.09 -0.82
H 2.74 4.22 2.34
H 3.89 4.52 1.05
H 2.23 5.10 0.89
H 3.06 2.16 1.02
H 2.74 3.05 -0.47
H 0.41 3.48 0.29
H -0.48 2.14 2.21
H 1.16 1.58 2.57
H 0.74 3.28 2.73
H 1.11 0.51 0.24
H 0.36 2.14 -2.08
H 4.50 1.89 -1.75
H 5.67 -1.12 1.03
H 1.61 -2.50 -0.59
H 0.37 -0.77 -2.49
H 1.73 -1.62 -3.22
H 0.11 -3.25 -3.55
H 0.61 -3.73 -1.93
H -1.85 -2.20 -2.84
H -1.94 -5.68 -0.61
H -0.84 -4.39 -0.17
H -1.97 -1.02 -0.99
H -0.06 -0.59 1.76
H -1.54 -2.05 2.89
H -2.17 -0.41 3.03
H -3.74 -2.51 2.49
H -3.27 -2.18 0.83
H -5.41 -1.15 1.42
H -4.66 -0.27 2.77
H -3.38 2.28 -0.55
H -4.97 2.91 -0.82
H -6.59 0.82 1.45
H -6.71 2.24 0.52
H -2.60 0.46 0.63
*
```

- gap between HOMO and LUMO (eV) = 8.27
- energy above the lowest of the compared OMol25 structures with the same formula, charge and spin (kJ/mol) = 35.3
- total energy (Eh) = -2138.82929
- HOMO (eV) = -8.5450
- lowest unoccupied orbital energy (eV) = -0.2748

---

# 2
The following is a DFT calculation (the ωB97M-V functional and the def2-TZVPD basis) of a molecular structure, C5H8O2.

ORCA input file:
```
! wB97M-V def2-TZVPD RIJCOSX def2/J DEFGRID3
* xyz 0 1
C 1.66 -0.14 0.75
C 0.33 0.15 0.07
C -0.28 -1.08 -0.72
C -0.92 0.50 0.83
O -1.03 -1.93 0.11
C -0.98 1.59 -0.19
O 0.31 1.33 -0.77
H 2.49 -0.17 0.03
H 1.59 -1.11 1.25
H 1.87 0.63 1.49
H -0.85 -0.67 -1.57
H 0.51 -1.71 -1.12
H -1.84 -1.48 0.41
H -1.80 1.54 -0.92
H -1.06 2.54 0.35
*
```

- gap between HOMO and LUMO (eV) = 8.54
- energy above the lowest of the compared OMol25 structures with the same formula, charge and spin (kJ/mol) = 507.6
- total energy (Eh) = -345.61162
- HOMO (eV) = -9.0425
- lowest unoccupied orbital energy (eV) = -0.4980

---

# 3
The following is a DFT calculation (the ωB97M-V functional and the def2-TZVPD basis) of a molecular structure, C50H43IrN6O4S3.

ORCA input file:
```
! wB97M-V def2-TZVPD RIJCOSX def2/J DEFGRID3
* xyz 3 2
Ir -0.58 -0.97 0.44
N 1.25 -1.11 0.20
S 2.58 -0.38 0.22
N 2.65 1.15 -0.24
S 1.84 1.88 -1.35
N 0.73 2.82 -0.82
S -0.28 2.39 0.35
N -0.54 0.93 0.58
C -1.75 3.23 -0.08
C -1.74 4.30 -0.98
C -2.94 4.92 -1.26
C -4.12 4.47 -0.67
C -4.11 3.40 0.22
C -2.92 2.77 0.52
C 0.37 3.07 1.84
C 0.18 2.37 3.02
C 0.66 2.93 4.19
C 1.30 4.16 4.16
C 1.48 4.85 2.96
C 1.01 4.31 1.78
C 2.96 2.93 -2.17
C 2.45 3.78 -3.15
C 3.33 4.61 -3.83
C 4.69 4.58 -3.53
C 5.18 3.72 -2.56
C 4.32 2.88 -1.87
C 1.21 0.79 -2.58
C 2.16 0.15 -3.38
C 1.72 -0.75 -4.33
C 0.35 -1.00 -4.48
C -0.57 -0.34 -3.68
C -0.15 0.57 -2.72
C 3.72 -1.28 -0.76
C 3.26 -2.37 -1.50
C 4.17 -3.09 -2.25
C 5.52 -2.74 -2.23
C 5.96 -1.66 -1.48
C 5.06 -0.91 -0.73
C 3.28 -0.30 1.83
C 3.75 -1.50 2.36
C 4.24 -1.50 3.65
C 4.27 -0.32 4.38
C 3.81 0.87 3.83
C 3.30 0.89 2.54
H -0.81 4.62 -1.43
H -2.97 5.75 -1.95
H -5.05 4.96 -0.91
H -5.03 3.07 0.68
H -2.89 1.92 1.20
H -0.33 1.42 3.02
H 0.51 2.42 5.13
H 1.66 4.60 5.08
H 1.98 5.81 2.95
H 1.13 4.83 0.84
H 1.39 3.79 -3.37
H 2.95 5.28 -4.59
H 5.36 5.23 -4.06
H 6.24 3.70 -2.34
H 4.67 2.21 -1.10
H 3.22 0.36 -3.26
H 2.43 -1.24 -4.97
H 0.01 -1.69 -5.23
H -1.63 -0.51 -3.81
H -0.87 1.14 -2.15
H 2.21 -2.63 -1.48
H 3.84 -3.94 -2.82
H 6.23 -3.32 -2.80
H 7.01 -1.40 -1.46
H 5.40 -0.08 -0.14
H 3.74 -2.41 1.77
H 4.62 -2.42 4.08
H 4.66 -0.33 5.39
H 3.85 1.78 4.40
H 2.96 1.81 2.08
O -2.49 -0.86 -0.43
C -3.08 -0.86 0.71
O -2.27 -0.99 1.68
C -4.51 -0.76 0.87
C -5.32 -0.52 -0.25
C -6.69 -0.49 -0.10
C -7.26 -0.69 1.15
C -6.46 -0.91 2.27
C -5.09 -0.94 2.13
H -4.86 -0.37 -1.22
H -7.32 -0.31 -0.96
H -8.34 -0.68 1.26
H -6.91 -1.06 3.24
H -4.45 -1.11 2.99
O -6.73 -4.46 0.51
C -5.84 -5.52 0.24
N -4.52 -4.93 0.38
C -3.43 -5.69 0.53
O -3.46 -6.90 0.58
C -2.09 -4.98 0.65
C -1.00 -5.73 1.06
C 0.24 -5.13 1.17
C 0.36 -3.79 0.88
N -0.70 -3.05 0.48
C -1.90 -3.65 0.35
H -7.63 -4.77 0.41
H -5.97 -5.93 -0.76
H -5.92 -6.35 0.95
H -4.50 -3.92 0.42
H -1.15 -6.79 1.27
H 1.11 -5.70 1.46
H 1.30 -3.27 0.95
H -2.69 -3.04 -0.05
*
```

- gap between HOMO and LUMO (spin up / spin down) (eV) = 6.39 / 5.48
- energy above the lowest of the compared OMol25 structures with the same formula, charge and spin (kJ/mol) = 68.1
- total energy (Eh) = -3858.42894
- HOMO (spin up / spin down) (eV) = -15.4398 / -15.4399
- lowest unoccupied orbital energy (spin up / spin down) (eV) = -9.0534 / -9.9640

---

# 4
The following is a DFT calculation (the ωB97M-V functional and the def2-TZVPD basis) of a molecular structure, C22H20Br2N6OSW.

ORCA input file:
```
! wB97M-V def2-TZVPD RIJCOSX def2/J DEFGRID3
* xyz 4 1
W -0.65 -0.07 1.71
Br -5.49 -3.90 -0.75
C -4.13 -2.87 -0.09
C -3.12 -3.45 0.69
C -2.12 -2.64 1.16
N -2.06 -1.31 0.89
C -3.07 -0.74 0.15
C -4.09 -1.49 -0.36
C -2.97 0.73 0.06
C -3.86 1.53 -0.58
C -3.71 2.93 -0.51
Br -4.90 4.02 -1.34
C -2.64 3.47 0.22
C -1.76 2.61 0.83
N -1.90 1.25 0.76
H -3.13 -4.50 0.93
H -1.31 -3.06 1.75
H -4.87 -1.04 -0.95
H -4.68 1.11 -1.14
H -2.50 4.54 0.31
H -0.92 2.99 1.39
C 0.86 0.73 3.60
N -0.01 0.78 4.74
C -1.24 0.26 4.66
N -2.03 0.12 5.68
O -1.64 -0.10 3.46
H 1.70 1.40 3.75
H 0.36 1.22 2.69
H 1.28 -0.28 3.44
H 0.38 1.08 5.63
H -1.76 0.36 6.62
H -2.97 -0.23 5.54
S 4.32 -1.47 -2.15
C 2.99 -0.96 -1.31
C 2.05 0.04 -1.73
C 0.99 0.34 -0.96
N 0.75 -0.29 0.25
C 1.66 -1.27 0.66
C 2.74 -1.62 -0.05
C 4.40 -0.48 -3.59
C 4.48 0.91 -3.54
C 4.67 1.56 -4.75
N 4.79 0.93 -5.91
C 4.73 -0.40 -5.93
C 4.54 -1.17 -4.78
H 2.18 0.56 -2.67
H 0.27 1.09 -1.27
H 1.43 -1.79 1.59
H 3.41 -2.38 0.32
H 4.44 1.46 -2.61
H 4.76 2.64 -4.78
H 4.84 -0.88 -6.89
H 4.52 -2.25 -4.83
*
```

- gap between HOMO and LUMO (spin up / spin down) (eV) = 4.00 / 4.01
- total energy (Eh) = -6865.92397
- HOMO (spin up / spin down) (eV) = -18.2574 / -18.2584
- lowest unoccupied orbital energy (spin up / spin down) (eV) = -14.2605 / -14.2501

---

# 5
The following is a DFT calculation (the ωB97M-V functional and the def2-TZVPD basis) of a gas-phase ion, C6H15N3O (charge +2).

ORCA input file:
```
! wB97M-V def2-TZVPD RIJCOSX def2/J DEFGRID3
* xyz 2 1
C -1.19 2.97 -0.65
C -1.48 1.61 -0.04
C -0.40 0.74 -0.70
N -0.67 0.32 -1.91
O 0.76 0.59 -0.10
C 1.84 -0.28 -0.56
C 1.52 -1.77 -0.30
N 1.30 -1.92 1.13
C 0.06 -1.79 1.48
N -0.50 -1.80 2.63
H -0.22 3.19 -0.89
H -1.76 3.81 -0.14
H -1.54 3.13 -1.71
H -2.37 1.04 -0.34
H -1.22 1.56 1.04
H 0.08 -0.14 -2.37
H -1.55 0.63 -2.31
H 2.54 0.19 0.19
H 1.97 0.00 -1.58
H 0.67 -2.08 -0.81
H 2.15 -2.54 -0.58
H 2.14 -2.09 1.64
H -0.71 -1.96 0.71
H -1.51 -1.77 2.73
H 0.07 -1.62 3.44
*
```

- gap between HOMO and LUMO (eV) = 11.92
- energy above the lowest of the compared OMol25 structures with the same formula, charge and spin (kJ/mol) = 231.8
- total energy (Eh) = -476.47657
- HOMO (eV) = -18.9599
- lowest unoccupied orbital energy (eV) = -7.0352

---

# 6
The following is a DFT calculation (the ωB97M-V functional and the def2-TZVPD basis) of a single C8H10O molecule.

ORCA input file:
```
! wB97M-V def2-TZVPD RIJCOSX def2/J DEFGRID3
* xyz 0 1
C 0.85 -0.87 3.04
C 0.27 -0.46 1.92
C -1.02 -0.91 1.39
C -1.22 -0.27 0.23
C -0.06 0.63 -0.03
C 0.09 1.42 -1.31
C 0.52 0.50 -2.45
O -0.44 -0.52 -2.73
C 0.82 0.50 0.97
H 0.43 -1.55 3.76
H 1.84 -0.47 3.32
H -1.67 -1.66 1.80
H -2.08 -0.37 -0.41
H -0.88 1.92 -1.56
H 0.81 2.23 -1.15
H 0.64 1.04 -3.40
H 1.46 0.02 -2.17
H -0.37 -1.17 -1.99
H 1.75 1.02 1.11
*
```

- gap between HOMO and LUMO (eV) = 8.77
- energy above the lowest of the compared OMol25 structures with the same formula, charge and spin (kJ/mol) = 152.1
- total energy (Eh) = -386.01586
- HOMO (eV) = -8.6698
- lowest unoccupied orbital energy (eV) = 0.0956